{"formula": "C36H99N9O9", "method": "ωB97M-V with the def2-TZVPD basis set", "e_homo_ev": -8.42, "lumo_ev": 0.39, "orbital_gap_ev": 8.8, "total_energy_ev": -70771.43602, "e_above_lowest_kj_mol": 84.3, "smiles": "COC[C@H](C)N.COC[C@H](C)N.COC[C@H](C)N.COC[C@H](C)N.COC[C@H](C)N.COC[C@H](C)N.COC[C@H](C)N.COC[C@H](C)N.COC[C@H](C)N", "species": ["C", "C", "C", "O", "C", "N", "H", "H", "H", "H", "H", "H", "H", "H", "H", "H", "H", "C", "C", "C", "O", "C", "N", "H", "H", "H", "H", "H", "H", "H", "H", "H", "H", "H", "C", "C", "C", "O", "C", "N", "H", "H", "H", "H", "H", "H", "H", "H", "H", "H", "H", "C", "C", "C", "O", "C", "N", "H", "H", "H", "H", "H", "H", "H", "H", "H", "H", "H", "C", "C", "C", "O", "C", "N", "H", "H", "H", "H", "H", "H", "H", "H", "H", "H", "H", "C", "C", "C", "O", "C", "N", "H", "H", "H", "H", "H", "H", "H", "H", "H", "H", "H", "C", "C", "C", "O", "C", "N", "H", "H", "H", "H", "H", "H", "H", "H", "H", "H", "H", "C", "C", "C", "O", "C", "N", "H", "H", "H", "H", "H", "H", "H", "H", "H", "H", "H", "C", "C", "C", "O", "C", "N", "H", "H", "H", "H", "H", "H", "H", "H", "H", "H", "H"], "xyz": [[-4.543, 2.405, -4.642], [-3.549, 1.262, -4.431], [-2.166, 1.741, -4.846], [-1.198, 0.713, -4.929], [0.065, 1.291, -5.138], [-3.610, 0.842, -3.024], [-4.771, 2.549, -5.699], [-4.142, 3.346, -4.248], [-5.460, 2.203, -4.092], [-3.815, 0.430, -5.088], [-1.818, 2.444, -4.088], [-2.247, 2.303, -5.788], [0.837, 0.535, -5.274], [0.350, 1.937, -4.296], [0.126, 1.951, -6.015], [-3.031, 0.009, -2.915], [-3.117, 1.534, -2.459], [-2.363, -2.972, -3.459], [-1.238, -2.470, -2.544], [0.094, -3.049, -3.017], [0.881, -3.429, -1.907], [2.138, -3.938, -2.313], [-1.260, -1.003, -2.654], [-2.334, -2.543, -4.461], [-3.341, -2.854, -2.992], [-2.263, -4.054, -3.610], [-1.435, -2.760, -1.514], [0.592, -2.327, -3.677], [-0.055, -3.940, -3.650], [2.807, -3.891, -1.452], [2.614, -3.327, -3.088], [2.039, -4.975, -2.644], [-1.075, -0.643, -3.589], [-0.610, -0.578, -2.002], [-1.837, 0.476, 5.059], [-2.885, 1.378, 4.419], [-3.769, 2.087, 5.392], [-4.407, 1.149, 6.229], [-5.207, 1.781, 7.188], [-2.186, 2.380, 3.571], [-1.378, -0.212, 4.355], [-2.313, -0.091, 5.862], [-1.078, 1.103, 5.537], [-3.442, 0.735, 3.723], [-4.511, 2.682, 4.834], [-3.196, 2.831, 5.966], [-5.602, 1.053, 7.896], [-6.050, 2.324, 6.750], [-4.589, 2.459, 7.795], [-2.855, 3.035, 3.172], [-1.859, 1.860, 2.754], [6.471, -5.702, 6.162], [5.339, -6.439, 5.454], [4.029, -5.704, 5.734], [2.984, -6.282, 4.980], [1.775, -5.585, 5.142], [5.650, -6.499, 4.014], [6.596, -4.768, 5.607], [7.391, -6.275, 6.078], [6.242, -5.473, 7.202], [5.245, -7.467, 5.812], [4.107, -4.632, 5.502], [3.824, -5.826, 6.810], [1.024, -6.121, 4.559], [1.836, -4.577, 4.712], [1.470, -5.556, 6.191], [5.493, -5.547, 3.679], [4.907, -7.044, 3.584], [5.786, -0.092, 3.308], [5.563, -1.506, 2.812], [6.453, -2.521, 3.522], [6.328, -3.819, 2.989], [7.023, -3.982, 1.767], [4.138, -1.860, 2.930], [6.830, 0.215, 3.314], [5.361, 0.051, 4.307], [5.217, 0.592, 2.675], [5.827, -1.549, 1.752], [6.136, -2.559, 4.573], [7.505, -2.211, 3.556], [8.036, -3.569, 1.819], [6.509, -3.512, 0.924], [7.092, -5.055, 1.595], [4.016, -2.130, 3.910], [3.974, -2.768, 2.496], [3.839, 4.498, -3.767], [4.948, 4.567, -2.714], [4.890, 3.373, -1.768], [3.584, 2.851, -1.671], [3.560, 1.589, -1.054], [6.245, 4.544, -3.433], [2.860, 4.316, -3.325], [3.993, 3.647, -4.441], [3.787, 5.406, -4.370], [4.763, 5.517, -2.200], [5.213, 3.688, -0.763], [5.584, 2.619, -2.151], [4.171, 0.822, -1.551], [2.544, 1.200, -1.041], [3.903, 1.699, -0.015], [6.091, 4.901, -4.367], [6.921, 5.120, -2.951], [-1.575, 5.113, -0.492], [-1.434, 4.541, -1.885], [-0.451, 5.353, -2.721], [-0.192, 4.662, -3.926], [0.439, 5.482, -4.871], [-0.977, 3.143, -1.808], [-0.742, 4.820, 0.147], [-2.499, 4.757, -0.030], [-1.689, 6.201, -0.486], [-2.394, 4.569, -2.411], [0.471, 5.509, -2.138], [-0.849, 6.351, -2.952], [0.656, 4.878, -5.754], [1.370, 5.927, -4.502], [-0.211, 6.299, -5.219], [-0.019, 3.176, -1.465], [-0.928, 2.833, -2.769], [-8.160, 1.322, -2.304], [-7.433, 0.483, -1.257], [-7.456, -1.004, -1.642], [-8.778, -1.513, -1.755], [-9.198, -1.764, -3.068], [-6.064, 0.950, -1.093], [-7.606, 1.214, -3.243], [-8.170, 2.380, -2.040], [-9.189, 0.989, -2.431], [-7.985, 0.588, -0.315], [-7.005, -1.546, -0.803], [-6.887, -1.151, -2.566], [-9.168, -0.879, -3.711], [-10.249, -2.067, -3.016], [-8.673, -2.614, -3.518], [-5.626, 1.352, -1.911], [-5.496, 0.140, -0.865], [0.342, -1.789, 2.116], [0.261, -1.067, 0.796], [-0.164, 0.377, 0.943], [-1.489, 0.626, 1.348], [-2.492, 0.233, 0.436], [1.597, -0.989, 0.174], [0.583, -2.851, 1.979], [-0.576, -1.796, 2.714], [1.139, -1.429, 2.773], [-0.339, -1.633, 0.081], [0.032, 0.901, -0.002], [0.472, 0.837, 1.704], [-2.255, 0.568, -0.578], [-3.391, 0.781, 0.725], [-2.712, -0.840, 0.448], [1.775, -1.707, -0.517], [2.367, -1.076, 0.831]], "atomic_forces_ev_per_a": [[0.2, 0.1, -0.1], [0.1, 0.2, 0.3], [-0.3, 0.4, 0.1], [-0.1, 0.1, -0.7], [0.8, 0.6, 0.1], [0.2, -0.2, -0.4], [0.0, 0.1, 0.0], [0.0, 0.0, 0.0], [-0.1, -0.1, -0.1], [-0.1, -0.1, 0.2], [-0.2, 0.3, -0.2], [0.2, -0.2, -0.1], [-0.2, -0.3, 0.1], [0.0, -0.2, 0.1], [-0.4, -0.2, -0.1], [-0.1, 0.0, 0.2], [-0.1, 0.1, 0.0], [0.0, -1.2, 0.4], [-0.2, 0.8, -1.6], [-0.2, -0.9, -0.2], [0.5, 0.6, -0.1], [0.2, 0.1, 0.4], [0.0, -0.3, 1.0], [0.0, 0.3, 0.1], [0.0, 0.4, -0.2], [0.0, 0.1, 0.1], [0.1, -0.1, 0.1], [0.2, 0.1, 0.3], [-0.1, 0.0, 0.1], [-0.1, -0.2, 0.1], [-0.2, 0.0, -0.2], [0.1, 0.0, -0.1], [0.0, -0.3, 0.2], [0.1, 0.1, -0.1], [-0.3, 0.4, 0.9], [1.0, -0.3, -1.6], [-0.3, 0.3, 0.0], [-0.1, 0.0, 0.0], [0.2, 0.1, 0.7], [-0.1, -0.1, 0.0], [0.0, 0.1, -0.1], [0.0, -0.2, -0.1], [0.1, -0.1, -0.2], [-0.6, 0.0, 0.5], [-0.1, -0.1, 0.0], [0.2, -0.3, 0.2], [0.0, -0.3, -0.3], [0.1, 0.1, -0.1], [-0.2, 0.2, -0.2], [-0.1, 0.0, 0.2], [0.2, 0.2, 0.2], [-0.3, 0.0, -0.5], [0.0, 0.2, -0.3], [0.0, -0.6, 0.3], [0.3, 0.0, 0.1], [-0.2, -0.2, -0.5], [-0.6, 0.1, 0.3], [0.2, 0.1, 0.2], [0.1, 0.0, 0.1], [0.0, -0.1, 0.1], [0.0, 0.0, 0.1], [0.1, 0.0, 0.0], [-0.2, 0.3, 0.0], [0.0, 0.0, 0.2], [0.1, 0.1, 0.3], [0.0, 0.2, 0.0], [0.4, -0.2, -0.2], [0.1, 0.0, -0.1], [-0.6, 0.3, 0.1], [0.3, -0.3, -0.4], [-0.1, 0.4, 0.5], [0.2, 0.3, -0.1], [0.0, -0.3, 0.0], [0.1, -0.6, 0.5], [0.1, -0.1, 0.0], [0.2, -0.2, 0.1], [0.2, 0.0, -0.1], [-0.1, 0.1, -0.1], [-0.1, -0.2, 0.0], [0.0, 0.0, -0.3], [0.0, 0.0, 0.1], [-0.1, 0.0, 0.0], [0.0, 0.0, -0.1], [-0.3, 0.5, 0.0], [0.2, 0.2, -0.4], [-0.3, -0.6, -0.2], [-0.5, 0.1, -1.2], [0.0, 0.2, 0.4], [-0.1, -0.2, -0.5], [-0.1, -0.1, 0.6], [-0.5, 0.1, 0.5], [0.1, 0.2, 0.1], [0.2, 0.1, 0.0], [0.2, 0.1, 0.1], [0.3, -0.1, 0.3], [0.2, -0.2, -0.1], [0.0, -0.1, 0.0], [0.2, 0.3, -0.1], [-0.1, 0.2, 0.0], [0.0, -0.3, 0.0], [0.3, 0.2, 0.1], [0.2, 0.1, -0.2], [-0.7, 0.2, 0.2], [0.4, 0.0, -0.2], [-0.1, 0.4, 0.2], [0.0, 0.1, 0.1], [0.0, 0.2, -0.7], [-0.4, 0.4, 0.1], [0.1, 0.1, 0.0], [0.2, -0.3, 0.0], [0.3, 0.0, -0.1], [-0.1, -0.2, 0.1], [0.1, -0.1, -0.2], [-0.1, 0.0, 0.1], [0.1, -0.1, 0.1], [0.0, -0.1, 0.1], [-0.1, 0.0, 0.2], [0.0, -0.2, 0.0], [0.4, -0.2, 0.2], [0.4, -0.1, 0.0], [-0.5, 0.3, -0.6], [-0.3, 0.3, 0.5], [0.2, 0.1, 0.1], [-0.8, -0.3, -0.1], [0.0, -0.4, 0.7], [-0.2, 0.1, -0.1], [0.0, 0.0, 0.1], [0.0, 0.0, 0.0], [0.1, -0.1, 0.1], [0.3, -0.1, -0.3], [0.1, -0.1, 0.0], [0.3, -0.1, 0.0], [0.1, 0.1, 0.1], [0.3, 0.2, -0.1], [-0.3, -0.2, -0.3], [0.3, 0.2, 0.1], [-0.2, -1.1, 0.9], [1.2, -0.3, -0.2], [-0.2, 0.6, -0.3], [-0.1, -0.5, 0.3], [-0.3, 0.6, -0.1], [0.6, -0.1, -0.4], [0.0, 0.1, -0.3], [-0.1, 0.3, -0.2], [0.0, 0.4, -0.2], [-0.4, 0.2, 0.1], [-0.1, -0.1, 0.0], [0.0, 0.0, 0.0], [0.2, -0.2, 0.0], [-0.1, -0.2, 0.1], [0.2, 0.0, 0.0], [-0.5, -0.1, 0.0], [-0.3, 0.2, 0.3]]}